(1)
Entry from the Open Molecules 2025 dataset: a structure of composition C5H12O3 at a distorted geometry (ωB97M-V with the def2-TZVPD basis set).

Properties
E_tot = -11518.8295 eV
Largest force on an atom = 2.6 eV Å⁻¹
Energy above the lowest of the compared OMol25 structures with the same formula, charge and spin = 19.4 kcal per mole

The geometry in ORCA input format:
```
! wB97M-V def2-TZVPD RIJCOSX def2/J DEFGRID3
* xyz -2 1
C -0.246 1.571 -2.214
O 0.082 1.512 -3.549
C -0.983 0.234 -1.817
C -1.266 0.082 -0.364
C -0.183 -0.636 0.520
C 0.357 0.244 1.660
O 0.733 -0.484 2.811
H 0.686 1.534 -1.609
H -0.910 2.434 -1.911
H -1.805 0.082 -2.534
H -0.236 -0.451 -2.273
H -2.220 -0.474 -0.238
H -1.512 1.026 0.168
H 0.646 -0.890 -0.149
H -0.576 -1.614 0.842
H -0.435 0.897 2.006
H 1.245 0.808 1.361
H 1.516 -1.400 2.751
H 2.774 -2.152 1.850
O 2.331 -2.323 2.687
*
```

Now the natural (NBO) charges, all in e: -0.014, -1.007, -0.463, -0.409, -0.421, -0.044, -0.897, 0.091, 0.063, 0.175, 0.201, 0.168, 0.179, 0.187, 0.194, 0.123, 0.131, 0.493, 0.415, -1.164

***

(2)
Entry from the Open Molecules 2025 dataset: a cluster of 2 separate species, C5H12O3 in total at a distorted geometry (ωB97M-V with the def2-TZVPD basis set).

Properties
E_tot = -11518.6878 eV
Largest force on an atom = 2.2 eV Å⁻¹
SMILES = CC1(C)OO1.CCO
Energy above the lowest of the compared OMol25 structures with the same formula, charge and spin = 94.0 kcal per mole

The geometry in ORCA input format:
```
! wB97M-V def2-TZVPD RIJCOSX def2/J DEFGRID3
* xyz 0 1
C -1.164 0.607 -1.200
C -1.769 -0.311 -0.173
C -2.897 0.257 0.647
O -1.789 -1.646 -0.461
O -0.898 -1.188 0.545
H -0.526 0.043 -1.878
H -0.553 1.346 -0.683
H -1.943 1.110 -1.767
H -2.550 1.146 1.167
H -3.720 0.528 -0.012
H -3.237 -0.476 1.375
C 2.613 -0.692 -0.420
C 2.550 0.287 0.748
O 1.252 0.797 0.954
H 1.942 -1.532 -0.241
H 2.312 -0.198 -1.342
H 3.626 -1.070 -0.539
H 3.183 1.158 0.555
H 2.913 -0.207 1.663
H 0.654 0.042 1.061
*
```

Now the natural (NBO) charges, all in e: -0.673, 0.487, -0.658, -0.249, -0.302, 0.235, 0.253, 0.221, 0.229, 0.222, 0.237, -0.637, -0.055, -0.733, 0.210, 0.205, 0.211, 0.173, 0.153, 0.473

***

(3)
Entry from the Open Molecules 2025 dataset: an isolated molecule of C5H12O3Si at a distorted geometry (ωB97M-V with the def2-TZVPD basis set).

Properties
E_tot = -19402.1121 eV
Largest force on an atom = 1.6 eV Å⁻¹
SMILES = C[Si]1(C)OCC(O)CO1
Energy above the lowest of the compared OMol25 structures with the same formula, charge and spin = 0.0 kcal per mole

The geometry in ORCA input format:
```
! wB97M-V def2-TZVPD RIJCOSX def2/J DEFGRID3
* xyz 0 1
C 0.010 2.204 0.047
Si 0.418 0.472 0.721
C 1.407 0.492 2.373
O -0.980 -0.418 0.987
C -1.674 -0.831 -0.159
C -0.782 -1.431 -1.289
O -0.195 -2.647 -0.884
C 0.374 -0.474 -1.646
O 1.191 -0.324 -0.516
H 0.812 2.585 -0.568
H -0.176 2.883 0.835
H -0.880 2.131 -0.582
H 1.452 -0.502 2.820
H 2.422 0.792 2.184
H 0.917 1.154 3.109
H -2.391 -1.576 0.178
H -2.274 -0.033 -0.577
H -1.342 -1.680 -2.214
H 0.675 -2.458 -0.471
H 1.026 -0.843 -2.429
H -0.010 0.504 -1.919
*
```

Now the natural (NBO) charges, all in e: -1.153, 2.067, -1.122, -0.875, -0.089, 0.044, -0.723, -0.099, -0.899, 0.243, 0.240, 0.235, 0.249, 0.241, 0.245, 0.197, 0.161, 0.190, 0.480, 0.198, 0.170

***

(4)
Entry from the Open Molecules 2025 dataset: a structure of composition C5H12O3Tl at a distorted geometry (ωB97M-V with the def2-TZVPD basis set).

Properties
E_tot = -16193.2306 eV
Largest force on an atom = 6.0 eV Å⁻¹
Energy above the lowest of the compared OMol25 structures with the same formula, charge and spin = 4.8 kcal per mole

The geometry in ORCA input format:
```
! wB97M-V def2-TZVPD RIJCOSX def2/J DEFGRID3
* xyz 2 2
C -2.449 -0.062 -0.106
H -1.927 0.438 -0.925
H -2.465 -1.145 -0.255
H -2.048 0.212 0.873
O -3.842 0.366 -0.210
C -4.403 1.011 0.685
H -3.925 1.146 1.666
H -5.373 1.455 0.437
O -6.519 -3.000 -1.750
C -6.631 -1.624 -1.671
C -7.602 -1.203 -0.552
O -7.295 -1.976 0.612
C -8.095 -1.674 1.742
Tl -6.615 -3.832 -0.031
H -7.007 -1.172 -2.610
H -5.653 -1.140 -1.466
H -8.637 -1.440 -0.853
H -7.555 -0.130 -0.310
H -7.779 -2.329 2.560
H -7.951 -0.625 2.035
H -9.158 -1.847 1.517
*
```

Now the Löwdin charges, all in e: 0.082, 0.136, 0.124, 0.121, 0.007, 0.219, 0.158, 0.151, -0.317, -0.276, -0.167, -0.442, -0.041, 1.324, 0.163, 0.110, 0.155, 0.144, 0.112, 0.114, 0.125

***

(5)
Entry from the Open Molecules 2025 dataset: a cluster of 3 separate species, C5H12O5 in total at a distorted geometry (ωB97M-V with the def2-TZVPD basis set).

Properties
E_tot = -15613.6982 eV
Largest force on an atom = 8.0 eV Å⁻¹
SMILES = O=C1OCCO1.CCO.O
Energy above the lowest of the compared OMol25 structures with the same formula, charge and spin = 79.2 kcal per mole

The geometry in ORCA input format:
```
! wB97M-V def2-TZVPD RIJCOSX def2/J DEFGRID3
* xyz 0 1
O -0.879 0.169 -1.341
C -0.427 1.070 -0.646
O -0.525 1.076 0.689
C 0.210 2.098 1.228
C 0.514 2.973 0.051
O 0.024 2.259 -1.039
H -0.139 2.613 2.123
H 1.227 1.762 1.430
H 1.595 3.057 -0.068
H 0.223 4.020 0.136
C -0.822 -1.550 0.555
C 0.721 -1.783 0.507
O 1.079 -2.523 -0.563
H -1.304 -2.518 0.692
H -1.218 -1.112 -0.360
H -1.107 -1.002 1.453
H 1.081 -2.076 1.493
H 1.342 -0.896 0.383
H 0.676 -3.393 -0.501
O -0.668 -1.595 -2.408
H -1.360 -0.952 -2.256
H -0.243 -1.697 -1.557
*
```

Now the natural (NBO) charges, all in e: -0.621, 1.013, -0.476, -0.105, -0.095, -0.458, 0.211, 0.177, 0.182, 0.197, -0.685, -0.062, -0.698, 0.192, 0.251, 0.214, 0.154, 0.152, 0.472, -0.956, 0.473, 0.469

***

(6)
Entry from the Open Molecules 2025 dataset: an isolated molecule of C5H12OS2 at a distorted geometry (ωB97M-V with the def2-TZVPD basis set).

Properties
E_tot = -29095.5642 eV
Largest force on an atom = 3.3 eV Å⁻¹
Energy above the lowest of the compared OMol25 structures with the same formula, charge and spin = 48.9 kcal per mole

The geometry in ORCA input format:
```
! wB97M-V def2-TZVPD RIJCOSX def2/J DEFGRID3
* xyz 0 1
C 2.536 0.931 -0.234
C 2.268 -0.606 -0.120
C 0.782 -0.996 -0.174
C 0.030 -0.688 1.129
C -3.747 0.424 -0.584
H 2.406 1.326 -1.377
H 3.601 1.166 0.122
H 1.836 1.710 0.425
H 2.763 -1.087 0.777
H 2.579 -1.121 -1.129
H 0.898 -2.116 -0.216
H 0.153 -0.589 -1.072
H -0.496 -1.576 1.593
H 0.758 -0.210 1.834
H -4.364 1.032 0.222
H -4.374 -0.232 -1.201
H -3.111 1.122 -1.191
O -0.745 1.630 0.049
S -1.194 0.618 1.064
S -2.579 -0.739 0.081
*
```

Now the natural (NBO) charges, all in e: -0.646, -0.414, -0.430, -0.645, -0.780, 0.221, 0.211, 0.227, 0.207, 0.215, 0.216, 0.245, 0.250, 0.230, 0.228, 0.239, 0.247, -0.947, 1.147, -0.023